Entry from the OMol25 dataset: C38H45N3O6PbSiTe as an isolated structure at a distorted geometry (ωB97M-V with the def2-TZVPD basis set).

Atoms and positions in Å:
C -0.6755 -1.7080 -0.1321
H 5.0367 0.6095 3.4413
H 5.6082 1.7690 2.2220
H -3.5950 -3.3918 2.6391
N -1.0266 1.5219 2.0186
O -0.0018 3.4746 2.6876
Si 1.1987 -2.8307 3.8650
C -3.3482 -1.7257 -4.0173
H 1.5530 -0.6944 5.1051
N 1.2231 1.7713 -0.8339
H -0.3978 4.6572 -4.5121
C 3.4806 -2.1127 0.5709
C -4.2888 4.6963 3.0147
C -2.9107 4.5311 3.0166
C -2.6490 -3.9100 2.7292
C 4.7477 1.2042 2.5758
C -1.3206 -3.0690 -4.6395
H -1.8733 -3.3373 -0.7274
H -0.5313 -3.7236 -4.2667
H 3.7130 4.2420 5.0891
H -3.9490 -2.2299 -4.7832
C 2.5278 -2.9252 1.5267
C 2.4449 -3.9310 4.7699
C 1.3949 2.9500 -3.4004
H -3.4881 -4.4125 -3.7721
O 4.4154 -2.7887 0.1377
C -0.0566 -0.0480 -1.7039
H -4.0042 -1.4231 -3.1993
C -0.7880 -0.7923 -2.6916
H -6.2017 3.8164 2.6072
C -1.0035 2.8139 2.4647
N -0.0224 -0.5689 -0.3918
H -1.1559 -6.8803 2.1017
H 2.7178 -4.7676 4.1250
C 0.0559 3.9840 -5.2414
Pb 1.1440 0.6294 1.1464
O -2.7185 0.0216 1.5446
H -0.5827 3.1050 -5.3274
C -3.2311 2.2684 2.2490
H 0.1848 -1.5947 5.7717
C -0.3028 -3.8359 3.3398
C 1.9001 2.9071 -1.0378
C -0.1892 -5.1692 2.9399
C -2.9280 -3.9323 -2.9642
H -2.1869 -4.6429 -2.5955
C -2.2514 -2.6620 -3.4878
O 3.2306 -0.8958 0.3687
H 0.7691 -5.6691 3.0046
H 2.3731 5.2736 -5.8021
H -0.8129 -0.4018 -3.7018
C -5.1301 3.6569 2.6191
O 2.3235 -4.1093 1.4587
H -5.2424 1.6206 1.9090
H 4.6372 2.7495 5.3478
H -1.8836 -3.6054 -5.4120
C -2.3929 3.3104 2.6287
C 0.5950 1.1449 -1.9380
C 1.4700 3.5948 -4.7836
H 0.2147 1.3244 -4.0597
C -1.3876 -2.4292 -1.0503
H 5.2018 3.9488 4.1671
H 2.1608 3.0718 -6.7810
H 2.3685 3.3297 -0.1508
Te 3.0944 2.5081 3.0595
H -3.3626 -5.7652 1.9133
C -1.5517 -3.2239 3.2290
C -1.4530 -1.9428 -2.4015
H 2.5987 4.4552 -2.3008
C 2.0827 2.6102 -5.7899
C 2.3298 4.8627 -4.7893
H 3.0811 2.3147 -5.4642
H -2.2470 5.3364 3.3064
C -1.2805 -5.8556 2.4325
C -4.6016 2.4319 2.2326
C 0.7054 1.7941 -3.2150
H 0.0882 4.4896 -6.2136
H 0.0171 -0.6894 4.2641
C 4.3217 3.4797 4.6045
H -4.7230 5.6441 3.3103
C -2.3424 1.1286 1.8746
H 3.3486 4.6463 -4.4649
H 3.3564 -3.3709 4.9876
H 1.4790 1.7073 -5.8769
H -0.8496 -2.1998 -5.0979
C -2.5158 -5.2287 2.3248
H -2.9194 -0.8240 -4.4536
H -0.6202 -2.0632 0.8923
H -3.6232 -3.7010 -2.1559
H 4.4020 0.5365 1.7859
H 2.0575 -4.3284 5.7100
H 1.9083 5.6237 -4.1308
O 2.0011 -2.1977 2.5395
H -1.6731 -2.1798 3.4873
C 2.0330 3.5377 -2.2447
C 0.6955 -1.3164 4.8463

Summary:
- spin multiplicity = 1
- charge = -2

Results of the natural (NBO) charge analysis, in e, for atoms 1 through 8: 0.096 0.202 0.204 0.213 -0.744 -0.627 1.886 -0.593

Entry from the OMol25 dataset: C14H25B2Br3N5O9S as an isolated structure at a distorted geometry (ωB97M-V with the def2-TZVPD basis set).

Atoms and positions in Å:
C -2.2416 -1.1770 3.3318
C 0.8270 0.2970 -0.0476
H -4.5397 -2.2369 -0.4644
C 1.3930 2.6745 4.1563
H 2.6278 -0.4035 2.6654
O -4.0098 -2.7989 1.9566
O 1.3845 3.4859 -0.3737
N 0.2390 2.8237 -2.5132
N -3.3494 2.0906 2.0386
H 1.4312 -0.7140 -3.9561
C -1.0639 2.2755 -2.9910
Br 0.1121 2.0157 5.4546
H 2.8178 -1.8705 3.7701
H -3.3327 -0.9248 3.5211
N -1.3002 1.6394 0.1216
H -1.9488 2.9812 -2.7745
H 1.0915 -1.3105 3.3552
N -0.0580 1.3917 -0.2609
C -1.9612 0.6595 0.8579
O -0.7347 -2.5082 -1.7686
B 0.5253 2.5616 -1.0931
O 1.6332 -3.3731 -1.9295
H 0.9100 4.3553 -0.3774
H 3.1701 -1.3005 -2.0416
Br 3.1811 2.0121 4.5062
H 2.9503 -0.5599 0.1082
C 2.1584 -1.3964 2.9640
C -1.2414 -0.6612 1.1932
H 0.9740 -2.9256 -4.6284
H 2.9309 1.1501 -0.4682
O 2.2118 -2.3099 1.8081
H 1.5773 3.4722 -4.0645
H 0.1457 -4.0313 1.5930
H -1.8012 -1.8721 4.1304
H 3.0965 0.3911 -2.7110
C 1.3842 2.5342 -3.4287
C 1.1739 -0.7444 -2.8304
O 0.3856 -3.5650 0.7638
H -2.9290 -3.0410 -0.7747
H 2.3270 2.3890 -2.7933
B 0.9447 -2.2932 1.1336
H -3.0850 -1.1365 -0.7893
H 1.4274 3.7573 4.2626
H -1.6553 -0.1894 3.4360
H -1.3387 1.2632 -2.5364
C -3.4155 -2.1094 -0.3021
H 0.2939 -0.0374 -2.7010
H 1.2024 1.6746 -4.1564
S 0.5829 -2.4837 -2.5175
C 2.5106 -0.3536 -2.0563
Br 0.8303 2.3002 2.3370
N -1.9438 -1.7087 1.9603
C 2.3322 0.1645 -0.5440
O -3.3066 0.9081 1.2716
H -0.9628 2.1134 -4.1262
C 0.2138 -0.8995 0.7682
O -3.8545 2.9010 1.3291
C -3.1384 -2.2043 1.2643
O 0.2146 -3.1427 -4.0387

Summary:
- spin multiplicity = 1
- charge = +1

Results of the natural (NBO) charge analysis, in e, for atoms 1 through 8: -0.429 0.350 0.269 -0.483 0.192 -0.551 -0.929 -0.754

| no. | HOMO level (Ha) |
| --- | --- |
| 1 | 0.031 |
| 2 | -0.461 |